Entry 1:
ORCA calculation (ωB97M-V/def2-TZVPD) on a cluster of 3 separate species, C3H13N2O3 in total.

Summary:
charge: +1
frontier orbital gap: 10.512 eV
HOMO level: -13.672 eV
largest force on an atom: 3.61 eV/A

Positions of all 21 atoms, in Å:
N  -1.40763  -0.94881  -0.50355
C  -0.27804  -0.59858  0.43333
C  0.85332  -1.51362  -0.05101
N  2.12382  -1.07313  -0.10461
C  2.62378  -0.00062  0.74106
O  0.49609  -2.64039  -0.37144
H  -1.44121  -1.97057  -0.34756
H  -1.01222  -0.99163  -1.44147
H  -2.22625  -0.40669  -0.44058
H  -0.04299  0.45495  0.37409
H  -0.55798  -0.58805  1.48480
H  2.67356  -1.51479  -0.82579
H  1.84145  0.70162  1.02021
H  3.41300  0.53647  0.21936
H  3.03610  -0.41478  1.66032
H  -1.09921  2.03344  1.84605
H  -2.39268  1.94038  1.04113
O  -1.44689  1.82743  0.96777
H  -1.87882  2.43357  -1.60842
H  -1.67720  1.22287  -2.50614
O  -1.59999  1.51093  -1.58755

Cartesian forces, eV/Å:
N 2.78 -2.21 0.67
C 0.85 1.57 -0.18
C -0.19 -0.77 1.16
N -1.11 0.46 -0.14
C 0.53 -0.09 -0.16
O 0.02 0.15 -0.82
H -0.95 0.01 0.22
H -0.27 0.84 -0.25
H -1.24 0.86 0.14
H 0.00 0.00 -1.03
H -0.32 -1.20 -0.06
H 0.44 -0.21 0.46
H -0.03 0.01 -0.18
H -0.08 0.07 0.04
H 0.06 0.01 0.02
H -0.20 0.16 -0.06
H -0.42 0.24 0.11
O 0.22 0.15 0.59
H 0.12 0.02 0.13
H -0.03 0.25 -0.07
O -0.19 -0.31 -0.60

---

Entry 2:
ORCA calculation (ωB97M-V/def2-TZVPD) on a structure of composition C12H10Br2O.

Summary:
charge: 0
frontier orbital gap (alpha / beta): 7.189 / 6.622 eV
HOMO level (alpha / beta): -7.758 / -8.183 eV
largest force on an atom: 4.35 eV/A

Positions of all 25 atoms, in Å:
C  -0.58123  -0.06820  0.56959
C  -0.27441  -1.24257  0.66410
C  -1.88966  3.57230  -0.54331
C  -2.76278  2.51198  -0.45379
C  -0.62818  3.54679  0.08708
C  -2.35702  1.32455  0.00318
C  -0.16726  2.25575  0.51142
C  -0.99677  1.18316  0.37748
C  1.67974  -2.62088  0.95695
C  2.41204  -1.30209  0.93626
C  0.23424  -2.47697  0.90872
C  1.19647  -2.76908  -1.87013
O  2.20413  -3.68536  1.16567
Br  0.72681  -1.00171  -2.15313
Br  0.02010  -4.07255  -2.42746
H  -2.20900  4.48647  -1.06638
H  -3.80795  2.62384  -0.66017
H  -0.10830  4.51153  0.07425
H  -2.99880  0.38772  0.01422
H  0.87408  2.28952  0.87065
H  2.09611  -0.76014  0.01549
H  3.43711  -1.42129  0.95060
H  2.03035  -0.77244  1.84070
H  -0.32827  -3.46113  0.88938
H  2.19845  -3.03922  -1.66135

Cartesian forces, eV/Å:
C 1.05 -3.13 0.71
C -0.48 -0.70 0.91
C 0.99 1.73 0.51
C -1.33 0.56 -0.26
C -1.37 -1.27 -1.18
C 0.33 -2.40 0.38
C 1.24 4.16 -0.23
C -1.73 1.41 -0.31
C 0.00 0.98 1.00
C -2.29 0.55 -0.32
C -0.71 -1.77 -1.00
C -1.11 0.54 -0.01
O 0.61 -1.02 -0.14
Br 0.32 -0.11 -0.83
Br 0.00 -0.23 -0.06
H 0.07 -0.36 0.53
H -0.33 0.25 -0.63
H 0.41 -0.84 0.31
H 0.80 1.49 0.05
H -0.66 -0.91 -0.05
H 0.41 -0.06 0.94
H 2.14 -0.32 0.19
H 0.51 -0.01 -0.73
H 0.42 1.56 0.12
H 0.70 -0.09 0.10

---

Entry 3:
ORCA calculation (ωB97M-V/def2-TZVPD) on the molecule C15H24N3OPS2.

Summary:
charge: 0
frontier orbital gap: 8.322 eV
HOMO level: -8.192 eV
largest force on an atom: 3.91 eV/A
SMILES string: CCN(CC)P(=O)(N(CC)CC)n1c(=S)sc2ccccc21

Positions of all 46 atoms, in Å:
O  -0.69389  1.04393  -1.99199
S  0.02405  3.72589  0.81125
S  2.89694  3.03382  1.00644
C  1.25438  2.64335  0.53964
C  5.18552  0.41158  -1.04138
C  4.20282  -0.39203  -1.61982
C  4.84529  1.46468  -0.17624
C  2.84725  -0.08936  -1.42383
C  3.46406  1.69771  0.04428
C  2.44091  0.96550  -0.57610
N  1.19403  1.45639  -0.18654
N  -1.68190  1.11135  0.41031
N  -0.13161  -1.04435  -0.45876
C  -3.86343  1.33394  -0.72294
C  -2.55354  0.03863  2.47673
C  -2.27237  -2.31127  -0.68109
C  1.33453  -2.78801  0.44313
C  -2.66320  2.04021  -0.15181
C  -1.48281  0.92695  1.85031
C  -0.97461  -1.84233  -1.37292
C  0.49692  -1.57062  0.74386
P  -0.31155  0.67308  -0.60518
H  6.23688  0.15559  -1.26954
H  4.50358  -1.27636  -2.17407
H  5.64961  2.06525  0.29007
H  2.11194  -0.72687  -1.91389
H  -4.32752  0.65263  -0.00486
H  -4.61587  2.05450  -1.09089
H  -3.49713  0.74151  -1.57781
H  -2.46890  -0.98796  2.11822
H  -3.53354  0.39292  2.18793
H  -2.47695  0.03349  3.61021
H  -2.82796  -1.47757  -0.25551
H  -2.02736  -3.03612  0.08765
H  -2.95711  -2.77582  -1.39169
H  0.70089  -3.67732  0.20177
H  2.04410  -2.62727  -0.37404
H  1.91691  -3.10054  1.30698
H  -2.19476  2.69845  -0.90115
H  -3.01402  2.68284  0.67354
H  -1.50110  1.88437  2.32645
H  -0.53675  0.46086  2.08665
H  -1.22063  -1.27090  -2.26434
H  -0.42557  -2.73223  -1.65200
H  1.15264  -0.82315  1.20339
H  -0.24915  -1.83935  1.45960

Cartesian forces, eV/Å:
O 0.62 -0.26 0.62
S 0.67 -0.60 0.04
S -0.71 -0.64 -0.39
C -0.79 0.92 -0.12
C 0.52 -0.02 0.33
C -0.60 0.77 0.61
C -0.39 -0.65 -0.59
C -0.54 -0.39 0.03
C 1.97 0.16 -0.17
C 2.12 -0.36 0.08
N -0.94 -0.46 0.62
N 3.36 -1.29 -1.12
N 0.90 3.33 -0.27
C -0.03 -0.41 -0.95
C 0.15 -0.10 1.03
C 0.12 0.25 -0.42
C -0.08 -1.36 -0.23
C -0.03 0.81 1.00
C -1.27 -0.34 -0.06
C -0.71 -0.22 1.18
C 0.38 -0.48 -0.68
P -3.70 -0.64 -1.11
H -0.64 0.38 0.37
H -0.24 0.27 -0.16
H -0.82 -0.31 -0.27
H 0.01 0.31 0.18
H 0.01 0.13 -0.03
H 0.31 -0.29 0.18
H -0.39 0.08 0.18
H 0.04 -0.04 0.03
H -0.35 0.12 0.12
H -0.09 0.04 -1.32
H 0.19 0.09 0.15
H -0.14 -0.11 0.27
H 0.17 -0.19 -0.10
H 0.41 0.70 -0.02
H -0.20 0.07 0.05
H 0.04 0.13 0.21
H -0.14 -0.36 0.32
H 0.33 0.02 -0.12
H 0.11 0.74 0.42
H 0.54 0.11 -0.32
H 0.33 0.20 0.11
H 0.34 -0.11 -0.28
H -0.23 0.16 -0.22
H -0.60 -0.16 0.83

---

Entry 4:
ORCA calculation (ωB97M-V/def2-TZVPD) on a cluster of 2 separate species, C2H6N4S in total.

Summary:
charge: +2
frontier orbital gap (alpha / beta): 7.438 / 7.430 eV
HOMO level (alpha / beta): -18.916 / -18.906 eV
largest force on an atom: 6.60 eV/A

Positions of all 13 atoms, in Å:
C  1.58173  -0.63895  0.56150
C  -2.38799  0.44770  -0.12853
N  -2.75429  0.18527  0.97824
N  2.83908  -0.30051  0.09756
N  0.66189  -0.70290  -0.26589
N  -1.71092  0.83674  -1.11430
S  3.18555  0.21636  -1.35956
H  1.61570  -0.81907  1.61223
H  -3.37271  0.08395  1.87299
H  3.59814  -0.19436  0.78697
H  -0.27531  -1.14614  0.02663
H  -1.56356  0.26169  -1.93029
H  -1.41732  1.77022  -1.13755

Cartesian forces, eV/Å:
C -1.37 -0.82 0.87
C -1.94 -1.04 6.22
N -0.13 0.55 -1.94
N 2.64 2.17 -1.80
N -2.40 -1.29 -0.53
N -0.07 -1.12 -1.47
S 0.03 -0.52 0.72
H -0.36 -0.42 0.82
H 1.24 0.21 -2.51
H -0.21 -0.44 -0.04
H 2.18 1.06 0.11
H -0.10 -0.11 -0.29
H 0.51 1.77 -0.17

---

Entry 5:
ORCA calculation (ωB97M-V/def2-TZVPD) on a structure of composition C21H19B2F10NO6PdS5Sb.

Summary:
charge: -2
frontier orbital gap (alpha / beta): 6.966 / 5.467 eV
HOMO level (alpha / beta): -3.677 / -4.403 eV
spin multiplicity: 4
largest force on an atom: 2.27 eV/A

Positions of all 66 atoms, in Å:
Pd  -1.79794  0.41850  0.51597
O  -4.21593  -3.09520  0.13834
C  -3.87103  -1.94728  -0.09944
O  -3.10743  -1.24715  0.66613
C  -4.47813  -1.25006  -1.30858
C  -4.52113  0.13392  -1.41405
C  -5.07833  0.75280  -2.52641
C  -5.61723  -0.01096  -3.53975
C  -5.60061  -1.39500  -3.40886
C  -5.03936  -2.02426  -2.31306
N  -6.21940  -2.20298  -4.45769
O  -6.67087  -1.63114  -5.43854
O  -6.28842  -3.40779  -4.29912
H  -4.10603  0.74772  -0.62579
H  -5.06768  1.83144  -2.60326
H  -6.03546  0.43180  -4.43124
H  -5.03056  -3.10045  -2.23269
F  -0.32117  -1.29462  1.43359
B  0.03124  -0.74201  2.70487
F  -0.50390  -1.46404  3.74354
F  1.41413  -0.61777  2.81066
F  -0.53810  0.58885  2.67568
F  -2.39572  2.15835  -0.44075
Sb  -0.69476  -0.46985  -1.75907
F  0.90378  -1.53178  -2.10609
F  -1.48867  -2.17399  -2.35118
F  0.21440  1.96624  0.42337
F  -1.64948  0.12926  -3.33966
F  0.55559  0.92871  -2.41010
C  6.39219  -2.18258  -1.00586
C  6.30267  -1.88153  0.49728
C  5.78103  -3.12246  1.23821
C  7.71021  -1.56957  1.00636
C  5.32607  -0.72844  0.73282
C  5.66606  0.39630  1.48060
C  4.76539  1.43815  1.72438
C  3.51029  1.30863  1.19263
O  2.43150  2.16366  1.27360
B  1.43918  1.48569  0.58932
O  1.84916  0.29181  0.07049
C  3.15372  0.18193  0.45821
C  4.03071  -0.83751  0.20750
H  7.17256  -2.92376  -1.19821
H  6.63237  -1.27547  -1.56370
H  5.45380  -2.57645  -1.39517
H  6.43923  -3.97915  1.06656
H  4.77927  -3.38516  0.89898
H  5.73224  -2.92974  2.31146
H  8.36293  -2.42382  0.81316
H  7.71501  -1.38718  2.08228
H  8.13188  -0.69877  0.49961
H  6.65947  0.48730  1.89685
H  5.03533  2.30624  2.31070
H  3.69404  -1.68660  -0.37203
C  -1.52763  3.99128  2.02998
S  -3.02348  4.78319  2.66451
C  -4.29315  3.93165  1.84674
C  -4.46663  2.56443  1.66204
S  -3.56579  1.28523  2.27065
S  -5.98198  2.14903  0.85943
C  -6.65603  3.72896  0.73204
S  -8.13030  4.07422  0.10433
S  -5.57807  4.96172  1.30322
H  -0.75577  4.75932  2.05064
H  -1.72279  3.67391  1.00706
H  -1.24656  3.14428  2.64651

Cartesian forces, eV/Å:
Pd 0.17 -0.55 -0.69
O 0.07 -0.01 -0.06
C -0.37 0.15 0.04
O 0.27 0.15 0.03
C 0.14 0.11 0.04
C 0.05 -0.08 0.05
C 0.01 -0.05 0.00
C -0.03 -0.05 -0.18
C 0.14 0.18 0.27
C -0.06 -0.12 -0.18
N -0.20 -0.15 -0.11
O 0.06 0.03 0.00
O 0.07 0.03 0.00
H 0.09 -0.03 -0.16
H 0.00 0.02 0.02
H -0.03 0.02 0.03
H 0.02 0.00 0.04
F 0.07 0.03 0.27
B -0.07 0.25 -0.19
F -0.03 -0.08 0.05
F 0.09 -0.01 -0.02
F 0.18 -0.05 0.29
F -0.11 -0.14 0.18
Sb 0.60 -0.46 -2.14
F -0.33 0.24 0.33
F -0.11 0.39 0.55
F 0.34 0.20 0.10
F 0.09 -0.06 0.44
F -0.34 -0.06 0.50
C 0.02 0.01 0.01
C -0.03 -0.04 0.01
C 0.04 0.04 -0.04
C -0.04 -0.01 -0.01
C 0.04 0.00 0.05
C 0.06 0.00 -0.02
C -0.12 0.08 -0.04
C 0.02 -0.10 0.00
O 0.13 0.04 0.06
B -0.32 0.17 0.03
O 0.06 -0.20 -0.09
C 0.00 0.10 0.08
C -0.08 -0.01 -0.02
H -0.01 -0.03 0.01
H 0.02 -0.01 -0.01
H -0.01 0.03 -0.01
H 0.01 0.00 -0.01
H -0.01 -0.02 0.02
H -0.02 -0.02 0.00
H 0.00 0.00 -0.01
H 0.02 0.02 0.00
H 0.01 0.01 0.03
H 0.00 -0.01 -0.01
H 0.05 -0.02 0.00
H 0.01 -0.01 0.01
C -0.01 -0.06 -0.03
S -0.06 -0.02 -0.05
C 0.07 0.28 -0.03
C -0.07 -0.50 0.29
S -0.68 0.62 0.24
S -0.07 0.24 0.10
C -0.02 -0.15 -0.03
S -0.02 0.03 -0.01
S 0.11 -0.12 0.03
H -0.01 -0.01 0.01
H 0.09 -0.13 -0.06
H 0.04 -0.08 -0.02

---

Entry 6:
ORCA calculation (ωB97M-V/def2-TZVPD) on the molecule C4H6N4.

Summary:
charge: 0
frontier orbital gap: 8.349 eV
HOMO level: -8.215 eV
largest force on an atom: 4.25 eV/A
SMILES string: C1=C\N/N=C\C/N=N/1

Positions of all 14 atoms, in Å:
C  -0.08911  1.76183  0.52862
C  -1.28307  0.70380  0.94875
C  0.38369  -1.44262  -0.78686
C  1.30990  -0.67008  -1.45762
H  -0.39704  2.68580  -0.01662
H  0.21232  2.14138  1.60178
H  -2.12224  1.11375  1.35488
H  -1.00332  -2.43977  0.73157
H  0.45507  -2.47392  -1.11792
H  2.38607  -0.79980  -2.02101
N  -1.41196  -0.59168  0.83419
N  -0.49576  -1.52016  0.39612
N  1.13756  0.76860  -1.13872
N  0.91790  0.76287  0.14282

Cartesian forces, eV/Å:
C -0.42 -1.13 3.94
C 3.04 -1.37 -2.63
C 1.45 -2.96 0.20
C 1.15 2.36 1.20
H 0.34 -1.18 -0.44
H -0.47 -0.58 -1.84
H -2.13 1.37 1.27
H 2.06 2.02 -2.25
H 0.17 -0.27 0.12
H -3.59 -0.80 0.90
N 0.68 2.33 0.77
N -1.06 -0.03 -0.79
N -0.83 -1.49 3.22
N -0.38 1.73 -3.67